The following is a quantum chemistry calculation of a single C2H3NO molecule at a distorted geometry, from the Open Molecules 2025 dataset.

## Properties
Orbital gap, eV: 10.77
Structure (SMILES): CN=C=O
Spin multiplicity: 1
M, g/mol: 57.05
ΔE to the lowest compared entry with this formula, charge and spin, eV: 1.996
Total charge: 0

```
7
Properties=species:S:1:pos:R:3:forces:R:3:lowdin_charge:R:1
O -2.755320 -0.327321 0.005812 8.85 4.00 -0.72 0.016
N -0.286285 0.701162 -0.175699 -10.80 -1.77 -0.03 0.002
C -1.539139 0.164383 -0.079134 0.05 -0.72 0.17 -0.073
C 0.914597 0.017479 0.017553 -1.16 -3.88 -0.27 -0.163
H 1.229407 0.164543 0.983188 0.86 0.19 2.51 0.054
H 1.651530 0.375738 -0.593490 1.74 0.99 -1.85 0.049
H 0.785213 -1.095983 -0.158227 0.45 1.18 0.20 0.115
```
Positions in Å, forces in eV/Å.

=====

The following is a quantum chemistry calculation of a 2-piece molecular cluster, C2H3NO overall at a distorted geometry, from the Open Molecules 2025 dataset.

## Properties
Orbital gap (alpha / beta), eV: 7.43 / 7.41
Spin multiplicity: 1
M, g/mol: 57.05
ΔE to the lowest compared entry with this formula, charge and spin, eV: 5.385
Total charge: 0

```
7
Properties=species:S:1:pos:R:3:forces:R:3:lowdin_charge:R:1
O 0.818877 0.082952 -0.271741 1.12 2.18 3.27 -0.027
N 0.332801 0.988287 1.350885 1.08 -1.41 -2.41 0.171
C -0.169614 -0.414323 -0.795580 -3.06 -2.56 -1.79 -0.391
C -1.047690 -1.073176 -1.351418 0.92 0.93 0.64 0.124
H 0.981273 1.679126 0.944519 -0.16 -0.01 0.81 0.044
H 0.884467 0.374460 1.991000 -0.17 0.54 -0.71 0.055
H -1.800115 -1.637325 -1.867665 0.27 0.33 0.19 0.022
```
Positions in Å, forces in eV/Å.

=====

The following is a quantum chemistry calculation of C2H3NO as an isolated structure at a distorted geometry, from the Open Molecules 2025 dataset.

## Properties
Orbital gap, eV: 11.19
Spin multiplicity: 1
M, g/mol: 57.05
ΔE to the lowest compared entry with this formula, charge and spin, eV: 5.289
Total charge: 0

```
7
Properties=species:S:1:pos:R:3:forces:R:3:lowdin_charge:R:1
O 0.449029 0.769812 -1.275939 -0.40 0.97 -0.77 -0.030
N 0.262666 -0.633233 -0.863388 0.29 -1.17 -0.21 0.049
C -0.643487 -0.229852 0.202979 -1.63 -2.65 4.99 -0.126
C 0.643788 0.387980 0.044129 0.56 0.69 -0.41 -0.336
H -1.622304 0.287295 0.120983 0.88 -0.39 -0.50 0.098
H 1.590713 0.606946 0.491698 0.14 -0.42 0.58 0.134
H -0.680405 -1.188948 1.279537 0.17 2.97 -3.67 0.210
```
Positions in Å, forces in eV/Å.

=====

The following is a quantum chemistry calculation of a 2-piece molecular cluster, C2H3NO2 overall at a distorted geometry, from the Open Molecules 2025 dataset.

## Properties
Orbital gap (alpha / beta), eV: 5.12 / 5.02
Spin multiplicity: 1
M, g/mol: 73.05
ΔE to the lowest compared entry with this formula, charge and spin, eV: 3.052
Total charge: -2

```
8
Properties=species:S:1:pos:R:3:forces:R:3:lowdin_charge:R:1
O 0.307275 -0.904248 -2.215148 0.05 0.25 1.23 -0.401
O 0.606141 -2.338112 0.183969 -0.85 2.35 -1.47 -0.637
N 0.065851 -0.809971 -0.902176 1.12 -2.82 -0.03 -0.291
C -0.440689 0.666945 1.034670 -0.04 0.58 -0.38 -0.197
C -0.019705 0.287355 -0.231052 -0.45 3.04 -1.50 -0.417
H -0.159231 0.000079 1.784140 0.04 -0.78 1.86 -0.071
H 0.056555 1.340579 -0.775121 -0.03 -2.32 -0.43 0.086
H -0.416198 1.757373 1.120719 0.16 -0.30 0.73 -0.072
```
Positions in Å, forces in eV/Å.

=====

The following is a quantum chemistry calculation of a single C2H3NO2 molecule, from the Open Molecules 2025 dataset.

## Properties
Orbital gap, eV: 11.76
Structure (SMILES): [H]/N=C/OC=O
Spin multiplicity: 1
M, g/mol: 73.05
ΔE to the lowest compared entry with this formula, charge and spin, eV: 0.706
Total charge: 0

```
8
Properties=species:S:1:pos:R:3:forces:R:3:lowdin_charge:R:1
O -0.071422 0.502421 0.653591 -0.01 0.02 0.02 0.024
O -1.553615 -1.213762 0.433312 0.22 0.45 0.24 0.079
N 1.579769 0.862108 -0.836574 -0.33 -0.30 0.05 0.134
C 0.598897 0.154277 -0.501344 0.23 0.10 -0.17 -0.261
C -1.138491 -0.250902 1.014773 -0.25 -0.42 -0.15 -0.314
H 1.979245 0.503822 -1.701858 -0.02 0.03 0.07 0.058
H 0.175489 -0.720046 -0.997309 0.11 0.13 0.03 0.132
H -1.569872 0.162083 1.935409 0.06 -0.02 -0.08 0.148
```
Positions in Å, forces in eV/Å.

=====

The following is a quantum chemistry calculation of a single C2H3NO2 molecule at a distorted geometry, from the Open Molecules 2025 dataset.

## Properties
Orbital gap, eV: 10.65
Structure (SMILES): N1O[C@H]2O[C@@H]12
Spin multiplicity: 1
M, g/mol: 73.05
ΔE to the lowest compared entry with this formula, charge and spin, eV: 5.251
Total charge: 0

```
8
Properties=species:S:1:pos:R:3:forces:R:3:lowdin_charge:R:1
O -0.551104 1.146595 -0.670239 2.63 -0.60 -0.12 -0.076
O 0.813673 0.383579 1.129833 0.41 1.07 0.52 0.080
N -1.247522 0.111567 0.077634 0.25 -0.04 0.29 0.031
C 0.021702 -0.491728 0.445155 -1.38 1.09 -1.18 -0.314
C 0.832587 0.441639 -0.282573 -5.26 0.50 1.87 -0.077
H -1.682003 -0.516828 -0.611608 0.23 0.44 0.01 0.121
H 0.051533 -1.491802 0.577982 0.44 -3.09 0.76 0.120
H 1.761133 0.416978 -0.666184 2.68 0.63 -2.14 0.115
```
Positions in Å, forces in eV/Å.

=====

The following is a quantum chemistry calculation of a single C2H3NO2 molecule, from the Open Molecules 2025 dataset.

## Properties
Orbital gap, eV: 11.19
Structure (SMILES): O=CNC=O
Spin multiplicity: 1
M, g/mol: 73.05
ΔE to the lowest compared entry with this formula, charge and spin, eV: 0.912
Total charge: 0

```
8
Properties=species:S:1:pos:R:3:forces:R:3:lowdin_charge:R:1
O -0.372553 -0.246600 -1.511218 0.47 0.14 -0.48 0.020
O -1.407008 -1.101011 1.087018 0.53 0.63 0.13 0.111
N 0.553288 0.067704 0.453463 -0.26 -0.21 -0.25 0.080
C 0.650304 0.002276 -0.891821 -0.21 -0.02 -0.34 -0.348
C -0.900214 -0.089962 0.713354 -0.07 -0.22 0.74 -0.280
H -1.443381 0.842420 0.499699 -0.02 -0.16 0.04 0.140
H 1.317138 0.291578 1.084166 -0.53 -0.18 -0.07 0.142
H 1.614680 0.177519 -1.385439 0.08 0.02 0.23 0.134
```
Positions in Å, forces in eV/Å.

=====

The following is a quantum chemistry calculation of a 2-piece molecular cluster, C2H3NO2 overall at a distorted geometry, from the Open Molecules 2025 dataset.

## Properties
Orbital gap, eV: 10.90
Structure (SMILES): N=C=O.C=O
Spin multiplicity: 1
M, g/mol: 73.05
ΔE to the lowest compared entry with this formula, charge and spin, eV: 1.546
Total charge: 0

```
8
Properties=species:S:1:pos:R:3:forces:R:3:lowdin_charge:R:1
O -1.124489 0.306430 1.185431 -1.45 -1.31 -1.24 0.159
O 1.076838 -1.548012 -0.919844 -2.69 -0.13 -1.62 -0.038
N 0.352542 1.935476 1.844824 0.07 1.43 1.60 0.230
C -0.357333 1.144574 1.357814 -0.84 -1.49 0.43 -0.438
C 0.008724 -1.468184 -1.541754 0.96 -1.46 4.11 -0.116
H 1.142335 2.403414 1.597752 2.22 1.34 -0.83 0.050
H -0.992719 -1.958997 -1.184480 1.75 0.34 -0.43 0.110
H -0.105899 -0.814702 -2.339743 -0.02 1.27 -2.03 0.042
```
Positions in Å, forces in eV/Å.

=====

The following is a quantum chemistry calculation of a single C2H3NO2 molecule, from the Open Molecules 2025 dataset.

## Properties
Orbital gap, eV: 9.55
Spin multiplicity: 1
M, g/mol: 73.05
ΔE to the lowest compared entry with this formula, charge and spin, eV: 2.492
Total charge: 0

```
8
Properties=species:S:1:pos:R:3:forces:R:3:lowdin_charge:R:1
O -0.647089 -1.572086 0.683201 0.33 -0.06 -0.28 0.043
O -0.353887 0.217136 -1.761697 0.02 0.06 0.39 0.049
N 0.218818 1.303119 0.174193 0.01 -0.12 -0.06 0.166
C 0.012935 0.203749 -0.598172 0.05 0.07 -0.27 -0.604
C 0.361622 -1.150766 -0.044526 -0.28 0.02 0.29 0.022
H -0.453805 -2.482932 0.961425 -0.06 0.20 -0.01 0.110
H 0.606766 1.210218 1.099019 -0.03 0.04 -0.12 0.100
H 0.203758 2.217480 -0.257182 -0.03 -0.22 0.06 0.114
```
Positions in Å, forces in eV/Å.

=====

The following is a quantum chemistry calculation of a 2-piece molecular cluster, C2H3NO2 overall at a distorted geometry, from the Open Molecules 2025 dataset.

## Properties
Orbital gap (alpha / beta), eV: 5.88 / 5.82
Spin multiplicity: 1
M, g/mol: 73.05
ΔE to the lowest compared entry with this formula, charge and spin, eV: 6.153
Total charge: 0

```
8
Properties=species:S:1:pos:R:3:forces:R:3:lowdin_charge:R:1
O -1.891791 -1.329259 -1.032414 -0.33 2.75 0.86 -0.157
O -0.091666 1.729353 1.567732 0.78 -3.08 -2.21 0.132
N -2.211834 -0.232268 -0.674502 1.41 -2.03 -0.06 -0.019
C 0.021131 0.802671 0.819425 -2.65 2.01 1.18 -0.160
C 0.844869 -0.122486 0.104119 -0.58 2.60 -5.02 -0.071
H 1.540855 -0.656646 0.588646 2.64 -1.65 2.28 0.040
H 1.364414 0.601086 -0.673090 -0.42 -0.96 1.64 0.158
H 0.424024 -0.792451 -0.699916 -0.85 0.35 1.34 0.077
```
Positions in Å, forces in eV/Å.